# C59H100Br2ClNO15P

A structure of composition C59H100Br2ClNO15P in a non-equilibrium geometry (ωB97M-V with the def2-TZVPD basis set, the Open Molecules 2025 dataset).

```
179
Properties=species:S:1:pos:R:3:lowdin_charge:R:1
C 3.40 0.94 3.90 -0.110
C 3.95 -0.51 3.97 -0.241
C 3.43 -1.41 2.82 -0.218
C 3.27 -2.89 3.23 -0.191
C 1.77 -3.18 3.56 -0.148
C 1.04 -4.00 2.43 -0.155
C 0.22 -3.08 1.53 -0.170
C -1.01 -2.56 1.93 -0.101
C -1.58 -2.92 3.28 -0.126
C -1.31 -1.89 4.41 -0.165
C -1.45 -2.61 5.77 -0.212
C -2.90 -2.99 6.10 -0.264
N -3.59 -1.88 6.82 -0.008
C -1.65 -1.72 1.05 -0.033
C -1.17 -1.40 -0.21 -0.014
C 0.05 -1.94 -0.63 -0.049
C 0.62 -1.62 -2.03 -0.751
O 0.56 -2.47 -2.95 -0.042
O 1.10 -0.48 -2.16 -0.071
C 0.72 -2.76 0.28 -0.245
P 2.36 -3.47 -0.25 0.671
O 2.07 -4.32 -1.63 -0.351
Cl 3.50 -1.83 -0.86 0.301
C -2.03 -0.49 -1.08 -0.227
O -2.16 -0.63 -2.28 0.136
C -2.80 0.61 -0.32 -0.135
C -3.02 1.94 -1.03 -0.571
Br -2.32 3.49 -0.04 0.757
C -4.52 2.15 -1.52 -0.675
C -5.41 0.92 -1.31 -0.158
Br -5.42 3.77 -0.82 0.709
C -3.23 0.28 0.90 -0.134
C -3.96 1.22 1.83 -0.127
C -3.01 1.87 2.90 -0.185
C -1.52 1.54 2.77 -0.228
C -0.65 2.37 3.75 -0.238
C -0.64 3.85 3.36 -0.122
C -2.98 -1.09 1.43 -0.244
O -3.82 -1.67 2.11 0.099
H 3.29 1.33 4.92 0.062
H 2.43 1.00 3.41 0.044
H 4.10 1.60 3.38 0.065
H 3.67 -0.94 4.94 0.097
H 5.03 -0.43 3.87 0.100
H 4.15 -1.35 2.00 0.077
H 2.50 -0.97 2.43 0.098
H 3.57 -3.54 2.42 0.040
H 3.86 -3.08 4.13 0.103
H 1.27 -2.21 3.61 0.078
H 1.63 -3.75 4.48 0.094
H 0.34 -4.72 2.86 0.099
H 1.81 -4.54 1.88 0.046
H -2.66 -3.06 3.25 0.091
H -1.19 -3.88 3.62 0.101
H -0.30 -1.48 4.40 0.094
H -2.04 -1.08 4.42 0.103
H -0.89 -3.56 5.73 0.095
H -1.02 -2.03 6.59 0.096
H -2.92 -3.85 6.78 0.100
H -3.47 -3.28 5.21 0.102
H -4.31 -1.53 6.19 0.054
H -4.04 -2.21 7.66 0.046
H 2.37 -3.77 -2.38 0.022
H -2.43 1.90 -1.95 0.069
H -4.48 2.33 -2.59 0.085
H -6.26 1.04 -1.98 0.067
H -5.76 0.89 -0.28 0.071
H -4.92 0.00 -1.62 0.081
H -4.56 1.96 1.31 0.063
H -4.67 0.60 2.40 0.111
H -3.21 2.94 2.90 0.082
H -3.32 1.52 3.89 0.110
H -1.36 0.49 3.06 0.087
H -1.11 1.71 1.78 0.080
H 0.37 2.01 3.59 0.082
H -0.91 2.19 4.79 0.107
H -0.07 4.03 2.44 0.067
H -1.64 4.25 3.15 0.050
H -0.21 4.49 4.14 0.065
C -5.57 8.59 -3.36 -0.036
C -5.46 7.25 -2.66 -0.499
O -6.35 6.84 -1.95 0.032
C -4.19 6.47 -2.90 -0.031
H -6.53 9.05 -3.11 0.074
H -4.77 9.25 -3.04 0.079
H -5.53 8.45 -4.44 0.063
H -3.33 7.05 -2.55 0.090
H -4.08 6.24 -3.96 0.091
H -4.23 5.53 -2.34 -0.003
C -8.43 10.15 -7.63 -0.024
C -7.88 9.54 -6.37 -0.491
O -6.73 9.70 -6.03 0.055
C -8.84 8.71 -5.54 -0.010
H -7.64 10.72 -8.13 0.080
H -8.78 9.37 -8.31 0.085
H -9.25 10.83 -7.39 0.084
H -9.20 7.87 -6.13 0.089
H -9.67 9.33 -5.21 0.088
H -8.32 8.33 -4.66 0.072
C 6.18 -5.66 0.43 -0.019
C 5.75 -5.60 1.87 -0.481
O 5.52 -4.55 2.41 0.052
C 5.62 -6.91 2.61 -0.016
H 6.22 -4.65 0.03 0.077
H 7.16 -6.12 0.34 0.060
H 5.45 -6.23 -0.15 0.085
H 6.59 -7.42 2.62 0.083
H 4.88 -7.54 2.13 0.082
H 5.31 -6.72 3.63 0.078
C -6.85 -3.55 -1.64 -0.017
C -7.60 -2.26 -1.43 -0.485
O -7.15 -1.20 -1.80 0.063
C -8.95 -2.34 -0.75 -0.024
H -5.90 -3.34 -2.13 0.085
H -6.65 -4.02 -0.68 0.086
H -7.43 -4.23 -2.26 0.082
H -8.83 -2.76 0.25 0.084
H -9.62 -2.97 -1.34 0.081
H -9.37 -1.35 -0.67 0.080
C 0.26 2.30 -3.21 -0.022
C -0.34 3.17 -4.28 -0.500
O -1.23 3.96 -4.02 0.037
C 0.20 3.02 -5.68 -0.027
H -0.22 2.50 -2.26 0.053
H 0.11 1.25 -3.46 0.079
H 1.32 2.52 -3.13 0.095
H 0.04 2.00 -6.03 0.086
H 1.26 3.26 -5.70 0.081
H -0.33 3.70 -6.35 0.073
C 6.28 -8.67 -3.48 -0.023
C 6.33 -7.17 -3.31 -0.493
O 7.07 -6.65 -2.51 0.064
C 5.42 -6.35 -4.19 -0.010
H 6.98 -9.14 -2.79 0.080
H 5.28 -9.04 -3.26 0.085
H 6.56 -8.94 -4.50 0.082
H 4.38 -6.62 -4.00 0.090
H 5.66 -6.52 -5.24 0.085
H 5.56 -5.29 -3.96 0.073
C 9.85 -5.45 -1.03 -0.028
C 9.61 -5.15 0.42 -0.509
O 9.35 -6.02 1.22 0.040
C 9.71 -3.70 0.84 -0.013
H 9.75 -6.52 -1.20 0.080
H 9.12 -4.93 -1.65 0.048
H 10.86 -5.14 -1.32 0.088
H 8.97 -3.11 0.30 0.082
H 10.71 -3.32 0.64 0.083
H 9.51 -3.62 1.91 0.082
C 6.73 -2.29 -2.65 -0.031
C 8.06 -2.37 -3.35 -0.491
O 8.90 -3.19 -3.02 0.053
C 8.32 -1.39 -4.47 -0.023
H 6.69 -3.04 -1.87 0.066
H 6.61 -1.30 -2.19 0.085
H 5.92 -2.47 -3.36 0.085
H 8.26 -0.37 -4.09 0.085
H 7.58 -1.53 -5.26 0.085
H 9.31 -1.57 -4.88 0.078
C -3.05 12.55 -3.98 -0.026
C -2.62 12.29 -5.40 -0.507
O -1.78 12.97 -5.94 0.062
C -3.29 11.14 -6.12 -0.021
H -2.50 13.40 -3.59 0.078
H -4.12 12.78 -3.95 0.084
H -2.85 11.68 -3.36 0.081
H -4.37 11.31 -6.18 0.075
H -3.09 10.21 -5.59 0.085
H -2.89 11.07 -7.13 0.081
C 1.17 -2.53 9.50 -0.023
C 1.29 -3.36 8.25 -0.507
O 1.44 -2.85 7.17 0.064
C 1.21 -4.86 8.41 -0.022
H 1.24 -1.47 9.24 0.082
H 0.21 -2.70 9.98 0.083
H 1.98 -2.78 10.19 0.082
H 0.24 -5.14 8.84 0.083
H 2.01 -5.21 9.05 0.082
H 1.30 -5.33 7.43 0.081
```

For the HOMO energy, the calculation gives -5.121 eV. As for the total charge: -1. The multiplicity is 1. For the energy relative to the best compared isomer or geometry (same formula, charge and spin), the calculation gives 61.8 kJ/mol. The largest force on an atom is 2.1 eV Å⁻¹.

# C59H139N15O13

A cluster of 13 separate species, C59H139N15O13 in total in a non-equilibrium geometry (ωB97M-V with the def2-TZVPD basis set, the Open Molecules 2025 dataset).

```
226
Properties=species:S:1:pos:R:3:lowdin_charge:R:1
C 0.26 7.13 5.03 -0.040
C 1.24 6.76 3.87 -0.455
C 2.51 7.69 4.08 -0.140
C 3.66 7.15 3.28 -0.179
C 4.00 5.65 3.65 -0.116
C 2.78 4.66 3.48 -0.414
N 1.57 5.33 4.13 -0.131
O 0.48 4.47 4.10 -0.029
C 2.52 4.24 1.97 0.004
C 3.16 3.46 4.33 -0.038
C 0.57 6.96 2.47 -0.022
H 0.35 8.21 5.13 0.074
H 0.65 6.71 5.96 0.087
H -0.77 6.84 4.85 0.073
H 2.27 8.63 3.59 0.114
H 2.75 7.90 5.12 0.121
H 4.52 7.78 3.50 0.111
H 3.34 7.07 2.24 0.102
H 4.40 5.55 4.66 0.100
H 4.85 5.34 3.05 0.100
H 2.44 3.16 1.90 0.047
H 1.68 4.69 1.44 0.064
H 3.44 4.26 1.39 0.066
H 3.78 3.64 5.21 0.082
H 2.27 3.08 4.84 0.053
H 3.55 2.63 3.74 0.075
H 1.33 6.78 1.71 0.065
H 0.21 7.99 2.41 0.083
H -0.37 6.45 2.25 0.073
H 0.21 4.62 3.19 0.036
C 5.91 -0.13 -1.06 -0.029
C 6.24 1.31 -0.48 -0.477
C 6.02 1.11 1.04 -0.153
C 6.45 2.31 1.86 -0.164
C 8.03 2.40 1.69 -0.091
C 8.50 2.47 0.16 -0.461
N 7.67 1.55 -0.72 -0.177
O 7.98 1.71 -2.03 0.001
C 8.36 3.88 -0.27 -0.055
C 9.92 1.86 0.01 -0.026
C 5.26 2.31 -1.08 -0.021
H 4.90 -0.53 -0.94 0.065
H 6.50 -0.87 -0.53 0.076
H 5.99 -0.13 -2.14 0.081
H 4.97 1.00 1.28 0.100
H 6.45 0.20 1.45 0.119
H 6.23 2.30 2.93 0.100
H 5.91 3.23 1.60 0.086
H 8.53 1.56 2.18 0.106
H 8.39 3.28 2.21 0.103
H 8.97 4.42 0.45 0.087
H 8.68 4.26 -1.24 0.084
H 7.36 4.29 -0.38 0.079
H 10.59 2.36 -0.69 0.080
H 10.42 1.93 0.97 0.072
H 9.83 0.80 -0.23 0.083
H 5.21 3.29 -0.61 0.066
H 4.28 1.85 -1.09 0.072
H 5.62 2.42 -2.11 0.082
H 8.42 0.86 -2.12 0.109
C -5.12 -0.37 -5.38 -0.026
C -3.83 0.34 -5.02 -0.522
C -2.80 0.22 -6.12 -0.111
C -2.94 1.21 -7.32 -0.157
C -3.01 2.66 -6.81 -0.144
C -4.14 2.80 -5.81 -0.459
N -4.07 1.75 -4.71 -0.145
O -4.97 1.96 -3.71 -0.018
C -4.08 4.18 -5.15 -0.046
C -5.52 2.79 -6.56 -0.024
C -3.36 -0.33 -3.75 -0.035
H -5.51 -0.32 -6.39 0.084
H -5.94 0.05 -4.80 0.086
H -5.08 -1.41 -5.03 0.075
H -1.76 0.23 -5.79 0.113
H -2.93 -0.77 -6.55 0.109
H -3.83 1.06 -7.94 0.096
H -2.08 1.12 -7.99 0.107
H -3.16 3.35 -7.64 0.122
H -2.01 2.79 -6.39 0.115
H -3.83 5.00 -5.81 0.086
H -5.03 4.54 -4.74 0.085
H -3.34 4.26 -4.36 0.070
H -5.55 3.71 -7.15 0.083
H -5.62 2.00 -7.31 0.061
H -6.37 2.64 -5.89 0.086
H -3.46 -1.42 -3.79 0.078
H -3.96 -0.01 -2.90 0.076
H -2.31 -0.12 -3.51 0.075
H -4.49 2.52 -3.11 0.067
C -1.85 0.59 1.33 -0.036
C -0.65 -0.22 0.88 -0.457
C 0.42 0.84 0.69 -0.124
C 1.89 0.27 0.50 -0.151
C 2.21 -0.77 1.64 -0.103
C 1.08 -1.85 1.81 -0.447
N -0.26 -1.19 1.96 -0.098
O -1.23 -2.07 2.22 -0.025
C 1.24 -2.81 0.58 -0.012
C 1.29 -2.71 3.05 -0.038
C -0.94 -0.80 -0.52 -0.011
H -1.88 1.06 2.32 0.080
H -2.70 -0.08 1.43 0.060
H -2.20 1.28 0.56 0.065
H 0.38 1.42 -0.23 0.108
H 0.43 1.57 1.51 0.102
H 2.46 1.15 0.78 0.067
H 2.13 0.05 -0.54 0.100
H 2.24 -0.07 2.48 0.097
H 3.21 -1.21 1.63 0.108
H 0.51 -3.62 0.52 0.072
H 1.24 -2.26 -0.36 0.062
H 2.21 -3.24 0.84 0.071
H 2.34 -2.98 3.12 0.089
H 1.04 -2.18 3.97 0.079
H 0.77 -3.66 3.13 0.064
H -1.47 -1.75 -0.39 0.067
H -0.07 -0.86 -1.17 0.075
H -1.64 -0.11 -1.00 0.072
H -1.01 -2.45 3.08 0.061
C 0.33 -6.34 -3.36 -0.017
C -0.73 -5.19 -3.06 -0.443
C -0.06 -3.77 -2.96 -0.144
C 0.39 -3.12 -4.24 -0.181
C -0.76 -3.12 -5.26 -0.122
C -1.38 -4.52 -5.42 -0.429
N -1.79 -5.15 -4.09 -0.108
O -2.71 -6.20 -4.10 -0.001
C -2.69 -4.15 -6.19 -0.056
C -0.61 -5.51 -6.35 -0.022
C -1.24 -5.41 -1.66 -0.065
H -0.20 -7.23 -3.71 0.081
H 0.95 -6.72 -2.55 0.056
H 0.96 -5.97 -4.16 0.059
H -0.72 -3.11 -2.40 0.098
H 0.79 -3.85 -2.28 0.097
H 1.34 -3.61 -4.47 0.106
H 0.77 -2.11 -4.07 0.111
H -0.25 -2.89 -6.19 0.124
H -1.44 -2.32 -4.96 0.094
H -2.61 -3.92 -7.25 0.081
H -3.31 -5.05 -6.22 0.073
H -3.33 -3.35 -5.79 0.064
H -0.65 -5.20 -7.39 0.082
H 0.44 -5.39 -6.07 0.056
H -0.68 -6.57 -6.13 0.083
H -1.90 -4.61 -1.30 0.082
H -0.51 -5.60 -0.88 0.071
H -1.89 -6.27 -1.47 0.080
H -3.55 -5.74 -4.02 0.104
C -1.83 3.04 -1.98 -0.817
O -2.88 2.72 -1.62 0.058
N -1.55 2.73 -3.16 0.204
N -0.90 3.76 -1.29 0.197
H -0.62 2.69 -3.55 0.133
H -2.38 2.31 -3.54 0.081
H -0.99 3.90 -0.30 0.055
H 0.08 3.74 -1.56 0.102
C -4.56 -3.58 1.18 -0.878
O -5.47 -4.13 0.59 0.017
N -3.74 -2.80 0.64 0.199
N -4.34 -3.75 2.41 0.199
H -3.77 -2.47 -0.32 0.120
H -3.11 -2.22 1.18 0.068
H -4.96 -4.15 3.10 0.135
H -3.53 -3.37 2.88 0.087
C 3.81 -4.52 -1.34 -0.762
O 3.62 -3.46 -1.94 0.018
N 4.54 -4.74 -0.31 0.168
N 3.26 -5.68 -1.66 0.147
H 4.13 -5.60 0.03 0.107
H 5.11 -4.12 0.25 0.129
H 2.59 -5.75 -2.42 0.074
H 3.82 -6.50 -1.49 0.113
C -1.20 -3.66 5.57 -0.777
O -2.06 -3.20 4.88 0.049
N -0.56 -4.74 5.19 0.165
N -0.71 -3.17 6.70 0.176
H -0.96 -5.23 4.41 0.075
H 0.30 -4.91 5.70 0.113
H -1.23 -2.35 6.99 0.105
H -0.24 -3.80 7.33 0.114
C -2.51 3.89 1.96 -0.754
O -1.29 3.74 1.71 -0.021
N -2.87 4.04 3.17 0.191
N -3.51 3.67 1.16 0.210
H -3.77 4.46 3.36 0.125
H -2.12 3.93 3.84 0.114
H -3.25 3.44 0.21 0.071
H -4.44 3.91 1.47 0.117
C -6.29 -0.10 1.90 -0.041
C -6.28 1.05 0.82 -0.445
C -5.60 0.78 -0.50 -0.050
O -7.68 1.21 0.57 -0.075
H -5.24 -0.19 2.18 0.051
H -6.59 -1.11 1.62 0.076
H -6.78 0.16 2.84 0.073
H -5.91 1.96 1.29 0.114
H -5.62 1.72 -1.07 0.075
H -6.11 0.00 -1.06 0.089
H -4.55 0.50 -0.39 0.063
H -7.88 0.53 -0.07 0.076
C -1.41 1.58 6.66 -0.043
C -0.68 0.40 5.94 -0.433
C 0.20 0.96 4.79 -0.033
O 0.23 -0.36 6.72 -0.077
H -1.96 1.33 7.57 0.071
H -2.08 2.20 6.06 0.066
H -0.69 2.32 7.01 0.072
H -1.51 -0.28 5.73 0.116
H -0.49 1.27 4.01 0.064
H 0.92 0.28 4.33 0.057
H 0.75 1.81 5.19 0.059
H 1.00 -0.60 6.20 0.070
C -0.65 -7.57 2.12 -0.066
C -1.74 -6.58 1.84 -0.467
C -3.13 -7.16 2.22 -0.022
O -1.47 -5.46 2.67 -0.078
H -0.86 -8.04 3.08 0.081
H 0.35 -7.15 2.25 0.074
H -0.45 -8.34 1.38 0.080
H -1.74 -6.35 0.77 0.106
H -3.23 -8.04 1.58 0.084
H -3.91 -6.47 1.90 0.064
H -3.15 -7.30 3.30 0.086
H -0.99 -4.88 2.07 0.074
```

For the HOMO energy, the calculation gives -7.874 eV. The multiplicity is 1. The largest force on an atom is 8.6 eV Å⁻¹.

no.,orbital gap (eV)
1,6.9178
2,8.0894